(1)
# C51H44BiCl2N5O7S2Te

C51H44BiCl2N5O7S2Te as an isolated structure (wB97M-V/def2-TZVPD, OMol25).

The geometry in XYZ format:
```
113
Properties=species:S:1:pos:R:3:forces:R:3
Bi 0.17368 -0.41866 -0.25237 0.2 -0.1 -0.8
C 6.07200 3.82809 1.64742 -0.1 -0.1 0.0
C 5.08890 2.76427 1.22772 0.1 0.0 0.0
C 5.48641 1.58589 0.61822 0.0 -0.1 0.1
C 4.59908 0.57426 0.25405 -0.1 0.0 -0.1
C 5.27585 -0.56466 -0.45922 0.1 0.1 0.2
O 6.13049 -0.28990 -1.27976 -0.1 0.0 -0.1
C 5.07256 -1.98906 -0.08400 0.0 0.0 0.1
C 4.76756 -2.34746 1.22403 0.0 0.1 0.0
C 4.84116 -3.67675 1.60729 -0.1 -0.1 0.1
C 5.15841 -4.65498 0.67496 -0.1 0.0 0.0
C 5.42327 -4.30499 -0.64296 0.0 0.0 0.0
C 5.40972 -2.97078 -1.01140 0.1 -0.1 0.1
C 3.20470 0.73231 0.44602 0.2 0.0 0.1
O 2.34986 -0.24613 0.15291 -0.1 0.2 0.0
C 2.79811 1.98973 0.95589 0.1 0.0 0.5
C 3.72708 2.93992 1.38103 -0.2 0.0 -0.1
C 1.37981 2.41069 0.97170 0.1 0.0 0.1
N 0.70150 2.50566 -0.11243 0.0 0.2 0.0
C 1.47340 2.39587 -1.35660 -0.2 0.0 -0.2
C 0.65622 2.82534 -2.55981 0.0 0.2 0.2
Te 1.86530 2.66944 -4.31824 -0.1 -0.2 0.1
C 2.20372 0.63172 -3.85384 0.1 0.0 -0.2
C 1.17676 -0.29582 -4.03092 0.0 0.0 0.1
C 1.38402 -1.63338 -3.70854 0.0 0.0 0.1
C 2.61736 -2.04940 -3.22017 0.0 0.0 0.0
C 3.63706 -1.12654 -3.03533 -0.1 0.0 -0.1
C 3.43096 0.21379 -3.34648 -0.1 -0.1 -0.1
C 0.77209 2.88321 2.25022 0.0 -0.1 0.1
C -0.27928 3.79978 2.22048 0.1 0.0 0.0
C -0.83475 4.27608 3.39701 0.0 -0.1 0.0
C -0.33601 3.85224 4.62322 0.0 0.0 0.0
C 0.71657 2.94768 4.66433 0.0 -0.1 0.0
C 1.26912 2.46615 3.48665 0.0 0.0 -0.1
H 7.09659 3.50363 1.46910 0.0 0.0 0.0
H 5.97022 4.06436 2.70839 0.0 0.0 0.0
H 5.90627 4.75107 1.08792 0.0 0.0 0.0
H 6.53680 1.41256 0.41836 0.0 0.0 0.0
H 4.52719 -1.57717 1.94895 0.0 0.0 0.0
H 4.66433 -3.95179 2.63980 0.0 0.0 0.0
H 5.21197 -5.69161 0.98084 0.0 0.0 0.0
H 5.67196 -5.06749 -1.37034 0.0 0.0 0.0
H 5.69921 -2.66024 -2.00736 0.1 -0.2 0.1
H 3.35511 3.87513 1.78893 0.0 0.0 0.0
H 1.84887 1.38090 -1.52357 0.0 0.0 0.0
H 2.37182 3.01665 -1.27939 0.0 0.0 0.0
H 0.33749 3.86627 -2.47061 0.0 -0.1 0.0
H -0.22511 2.20284 -2.69056 -0.1 0.0 0.0
H 0.22059 0.02479 -4.43012 0.0 0.0 0.0
H 0.58784 -2.35498 -3.85051 0.0 0.0 0.0
H 2.77833 -3.09519 -2.99094 0.0 0.0 0.1
H 4.59461 -1.43620 -2.63577 -0.4 0.2 -0.4
H 4.22658 0.93097 -3.18582 0.0 0.0 0.0
H -0.62890 4.14985 1.25731 0.2 0.0 0.3
H -1.65586 4.98136 3.35906 0.0 0.0 0.0
H -0.75170 4.23889 5.54461 0.0 0.0 0.0
H 1.11006 2.61711 5.61791 0.0 0.0 0.0
H 2.08930 1.76025 3.52166 0.0 0.0 0.0
Cl 0.77440 -5.43728 -0.25654 0.2 -0.1 -0.1
C 0.71764 -4.42498 1.12766 0.0 0.2 0.1
C 0.72834 -5.00428 2.40657 0.0 0.0 0.1
C 0.55306 -4.23971 3.52454 0.0 -0.1 -0.1
Cl 0.56303 -4.98624 5.08392 0.0 0.0 0.0
C 0.29716 -2.85568 3.40352 0.1 0.1 0.0
C -0.09933 -2.02392 4.47016 0.0 0.0 0.0
C -0.49041 -0.73446 4.22694 -0.1 0.0 0.2
C -0.43420 -0.23900 2.92294 0.1 0.2 -0.1
N 0.02751 -0.96579 1.92391 -0.1 -0.2 0.3
C 0.35510 -2.28373 2.11221 0.0 0.0 0.0
C 0.60731 -3.05824 0.94643 -0.1 -0.2 -0.1
O 0.61513 -2.50385 -0.25258 0.2 0.3 0.2
H 0.84816 -6.07614 2.49708 0.0 0.0 0.0
H -0.13870 -2.43776 5.46928 0.0 0.0 0.0
H -0.85647 -0.09794 5.02068 0.0 0.0 0.0
H -0.77161 0.76343 2.68003 0.1 0.0 0.1
O -9.09135 -5.05494 2.80601 0.0 0.0 -0.1
S -7.71263 -5.48518 2.72013 0.0 -0.1 0.0
O -6.79467 -4.75730 3.57541 0.0 0.0 -0.1
O -7.49933 -6.91872 2.67607 0.0 0.0 0.0
C -7.21479 -4.98930 1.03042 0.1 0.0 0.0
N -7.98191 -5.34911 -0.00753 0.1 0.0 0.0
C -7.56154 -4.98397 -1.20802 -0.1 0.0 0.1
C -6.40351 -4.24064 -1.41411 0.1 0.1 -0.2
C -5.68413 -3.91969 -0.27947 -0.1 0.0 0.1
N -6.08200 -4.30599 0.92686 -0.2 0.0 0.0
C -4.43406 -3.11385 -0.26314 0.0 0.0 0.0
C -3.76636 -2.67217 -1.40064 -0.1 0.0 0.0
C -2.60245 -1.94270 -1.25657 0.1 0.1 0.1
N -2.07730 -1.63501 -0.06802 -0.1 -0.2 0.1
C -2.72926 -2.05028 1.02626 0.1 0.1 -0.1
C -3.89477 -2.77804 0.97794 0.0 0.0 0.0
H -8.18022 -5.28722 -2.04712 0.0 0.0 0.0
H -6.10582 -3.93566 -2.40936 0.0 0.0 0.0
H -4.14108 -2.88548 -2.39252 0.0 0.0 0.0
H -2.06554 -1.57991 -2.12873 0.0 0.0 0.0
H -2.30578 -1.77665 1.98463 0.0 0.0 0.0
H -4.40520 -3.10994 1.87435 0.0 0.0 0.0
C -4.67907 1.40687 2.38670 0.0 0.0 -0.1
C -4.31466 1.28289 0.91157 0.1 0.1 0.2
S -2.61008 1.84397 0.62548 -0.2 -0.2 -0.2
O -2.14704 1.11707 -0.61452 0.2 0.2 0.1
C -2.94941 3.55809 0.13671 0.1 -0.1 -0.1
C -3.56480 3.66122 -1.24895 0.0 0.0 0.0
H -5.68600 1.02816 2.55755 0.0 0.0 0.0
H -4.64864 2.44642 2.72173 0.0 0.0 0.0
H -3.99214 0.82951 3.00883 0.0 0.0 0.0
H -4.98890 1.85018 0.27187 0.0 -0.1 0.0
H -4.30831 0.24378 0.57985 0.0 0.0 0.0
H -1.97278 4.04344 0.17406 -0.3 -0.1 -0.2
H -3.57732 3.97774 0.92643 0.0 0.0 0.0
H -3.03967 3.00559 -1.94381 0.0 0.0 0.0
H -3.48086 4.68397 -1.61463 0.0 0.0 0.0
H -4.61877 3.38649 -1.25487 0.0 0.0 0.0
```
Positions in Å, forces in eV/Å.

Properties
- Energy relative to the best compared isomer or geometry (same formula, charge and spin): 31.8 kcal/mol
- Net charge: 0
- Electronic energy: -4969.66300 Eh
- HOMO-LUMO gap: 5.3 eV



(2)
# C51H44ClKN12O8P2S2

C51H44ClKN12O8P2S2 as an isolated structure at a distorted geometry (wB97M-V/def2-TZVPD, OMol25).

The geometry in XYZ format:
```
121
Properties=species:S:1:pos:R:3:forces:R:3
K -0.32130 0.19921 1.01763 0.0 2.5 1.5
N -4.47040 -1.26437 2.88166 -0.2 -0.1 -0.3
C -3.46272 -0.49274 2.35652 -0.3 0.0 -0.1
N -2.57415 0.10600 3.04387 0.0 -0.1 -0.3
C -2.61881 0.00622 4.43309 0.0 0.1 0.1
N -1.66396 0.57118 5.17252 0.7 0.3 0.2
N -0.67154 1.09444 4.44773 -0.2 -0.2 0.1
C 0.32878 1.63804 5.08903 -0.7 -0.3 0.4
C 1.46208 2.13777 4.36659 0.2 0.1 0.1
C 2.57086 2.65573 5.06581 -0.2 -0.1 0.0
C 3.67123 3.08746 4.36405 0.2 0.0 -0.2
C 3.65890 3.00922 2.97444 0.0 0.0 0.1
C 2.51689 2.49848 2.37058 0.2 0.2 -0.2
N 1.45021 2.07602 3.02301 -0.2 -0.1 0.0
C -3.70160 -0.68453 5.06822 0.0 0.0 0.0
C -3.87531 -0.76787 6.46022 0.0 0.0 0.0
C -4.93816 -1.47421 7.00937 0.0 0.0 0.0
C -5.86210 -2.11235 6.20201 0.0 0.0 0.0
C -5.71326 -2.03985 4.80724 0.0 0.0 0.0
C -4.65893 -1.34453 4.26403 0.0 0.0 0.0
H -5.14919 -1.67297 2.25488 0.2 0.1 0.2
H -3.44528 -0.42698 1.27986 0.0 -0.1 -0.2
H 0.33690 1.66892 6.18611 0.0 0.0 -0.2
H 2.54898 2.68880 6.14856 0.0 0.0 0.0
H 4.53978 3.47171 4.88918 0.0 0.0 0.0
H 4.50502 3.31058 2.37660 0.1 0.0 -0.1
H 2.46172 2.41205 1.29300 0.0 0.1 0.0
H -3.14788 -0.27384 7.08513 0.0 0.0 0.0
H -5.04029 -1.52442 8.08538 0.0 0.0 0.1
H -6.68745 -2.66376 6.63065 0.0 0.0 0.0
H -6.42156 -2.53200 4.15120 0.0 0.0 0.0
S 8.91440 1.86330 -0.30713 -0.2 0.0 0.0
N 8.05475 0.74901 0.59332 0.0 0.0 0.0
C 6.76437 0.95919 0.27978 0.1 -0.1 0.1
C 5.65429 0.23242 0.82907 0.1 -0.1 0.1
C 5.85164 -0.78865 1.77178 0.0 -0.1 0.0
C 4.76597 -1.45583 2.26924 0.0 0.0 0.0
C 3.48552 -1.07780 1.83205 0.0 -0.1 0.3
N 3.26808 -0.11670 0.96959 -0.1 -0.1 -0.4
C 4.32995 0.52473 0.44192 0.1 0.0 -0.1
C 4.10073 1.54275 -0.56234 0.2 -0.1 0.0
N 2.84128 1.75244 -0.99289 -0.1 0.1 0.1
C 2.62825 2.69621 -1.87671 -0.1 0.4 0.0
C 3.64425 3.50211 -2.41531 0.1 0.0 0.0
C 4.93535 3.27570 -2.01984 -0.1 0.0 -0.1
C 5.20090 2.26852 -1.07654 0.0 0.1 -0.1
C 6.53621 1.97887 -0.65483 0.1 0.1 -0.1
N 7.64621 2.60361 -1.10267 0.0 0.0 0.0
H 6.86421 -1.01988 2.07360 0.0 0.0 0.0
H 4.87055 -2.25195 2.99465 0.0 0.0 0.0
H 2.60657 -1.57796 2.20845 -0.1 -0.1 0.1
H 1.60412 2.83225 -2.20244 0.2 0.2 0.1
H 3.39710 4.26610 -3.14005 0.0 0.0 0.0
H 5.76992 3.84268 -2.41197 0.0 0.0 0.0
N -2.43011 -4.44916 1.03845 -0.5 -0.4 0.1
C -1.34522 -3.72351 0.29341 0.2 0.3 -0.1
C -0.61883 -4.74403 -0.55823 0.2 0.0 -0.2
P -0.23147 -3.16713 1.69173 0.2 0.0 0.1
O -1.41546 -2.73505 2.74784 0.1 -0.8 -0.1
O 0.36084 -4.43436 2.18406 -0.1 0.0 0.0
O 0.52738 -1.95097 1.31486 0.5 -1.2 0.1
P -2.13769 -2.43749 -0.81069 -0.1 0.0 0.1
O -3.69858 -2.56385 -0.19519 0.7 -0.4 0.8
O -2.19392 -2.97179 -2.19552 0.0 0.0 0.0
O -1.64859 -1.07113 -0.48172 -0.6 -0.8 -0.5
H -2.18213 -5.43623 1.13318 0.0 0.2 0.1
H -3.32363 -4.31024 0.55271 0.0 -0.1 0.1
H -2.48711 -4.00396 1.96919 -0.2 0.0 0.1
H -0.18772 -5.51038 0.08590 0.0 0.0 0.0
H 0.19705 -4.24396 -1.07264 0.1 0.0 -0.1
H -1.27771 -5.16472 -1.31685 0.0 0.0 -0.1
H -1.42220 -1.79553 2.92247 -0.1 0.7 0.2
H -4.27444 -2.20875 -0.85441 -0.7 0.3 -0.8
C -4.49134 -1.66866 -5.72383 -0.1 0.0 -0.1
C -3.35149 -1.09847 -4.93338 0.0 0.1 0.1
C -2.04118 -1.26299 -5.36796 0.0 0.0 0.0
C -0.98193 -0.77095 -4.62711 0.0 0.2 0.1
C -1.23922 -0.13665 -3.42012 0.1 0.0 0.0
C -2.53647 0.05490 -2.97558 0.1 0.0 -0.2
C -3.58543 -0.41423 -3.74459 0.0 0.0 -0.1
S 0.10504 0.61142 -2.51121 0.0 0.1 -0.2
O 1.01726 1.09775 -3.53835 -0.3 -0.2 -0.2
O 0.75581 -1.92894 -2.13408 -0.1 -0.5 -0.1
N -0.46531 1.52703 -1.43086 0.2 0.0 0.0
C -0.91857 2.81322 -1.66306 -0.1 0.0 0.1
C -1.04223 3.41595 -2.89358 0.0 0.1 -0.2
C -1.47096 4.75375 -3.00904 0.0 0.1 0.0
C -1.76819 5.50252 -1.90838 0.0 0.0 -0.1
C -1.66079 4.91843 -0.62284 0.0 0.1 0.0
C -1.92150 5.63336 0.56966 0.0 0.0 0.0
C -1.78673 5.01199 1.77455 0.0 0.0 0.0
C -1.41264 3.64758 1.79581 -0.1 0.2 0.1
N -1.17719 2.96446 0.71323 0.2 -0.3 -0.1
C -1.26440 3.57373 -0.49110 0.0 0.0 -0.1
H -4.28471 -1.63781 -6.79365 0.0 0.0 0.0
H -5.41388 -1.12038 -5.53641 0.0 0.0 0.0
H -4.66230 -2.70961 -5.45069 0.0 -0.1 0.0
H -1.84606 -1.77811 -6.30017 0.0 0.0 -0.1
H 0.03439 -0.87030 -4.98101 0.0 0.1 -0.1
H -2.70002 0.55515 -2.03801 0.0 0.1 0.2
H -4.60423 -0.25719 -3.41119 -0.1 0.0 0.0
H -0.76752 2.87090 -3.78673 0.0 0.0 0.0
H -1.54271 5.19066 -3.99746 0.0 0.0 0.0
H -2.07369 6.53830 -1.99710 0.0 0.0 0.0
H -2.21390 6.67665 0.50447 0.0 0.0 0.0
H -1.96072 5.53433 2.70455 0.0 0.0 0.0
H -1.30809 3.10801 2.72716 0.0 -0.1 0.2
Cl 2.93016 -3.86630 -7.21517 0.0 0.0 0.0
C 2.31042 -3.26536 -5.69472 0.1 0.1 0.0
C 1.10593 -3.75275 -5.21551 -0.1 0.0 0.1
C 0.60789 -3.27035 -4.01859 0.4 -0.1 0.0
C 1.33070 -2.31228 -3.30819 0.0 -0.3 -0.2
C 1.03991 -0.68531 -1.61395 0.1 0.5 0.2
C 2.53358 -1.81929 -3.79568 -0.1 -0.1 0.0
C 3.02283 -2.30563 -5.00034 0.0 0.0 0.0
H 0.55695 -4.49110 -5.78206 0.0 0.0 0.0
H -0.34958 -3.57718 -3.62407 -0.1 0.0 0.1
H 0.81499 -0.70991 -0.55660 0.2 -0.1 -0.5
H 2.05782 -0.32871 -1.76609 0.0 -0.1 0.2
H 3.08974 -1.06401 -3.26561 0.1 0.1 0.0
H 3.95700 -1.93389 -5.39279 0.1 0.0 0.0
```
Positions in Å, forces in eV/Å.

Properties
- Energy relative to the best compared isomer or geometry (same formula, charge and spin): 53.8 kcal/mol
- Net charge: -2
- Electronic energy: -5768.37812 Eh
- HOMO-LUMO gap (alpha / beta): 3.3 / 3.1 eV